1.
DFT (the ωB97M-V functional and the def2-TZVPD basis) results for a molecular structure, C39H51ClF9N2O21PSi2 at a distorted geometry.

Output
HOMO-LUMO gap = 8.30 eV
HOMO energy = -8.54 eV
Total energy = -149258.56284 eV

ORCA input file:
```
! RIJCOSX wB97M-V def2-TZVPD def2/J DEFGRID3
* xyz 0 1
C 4.17300 3.06680 1.93149
C 3.55914 1.55113 1.62007
C 3.42482 0.67756 3.03743
Cl 4.90063 0.87991 4.16328
Si 2.84452 -1.13952 2.78657
C 1.99380 -1.74875 4.45223
C 1.75851 -0.57213 5.55504
C 0.47344 0.40905 5.29099
O 0.18817 1.29929 6.28188
N -0.39105 0.46505 4.05289
C -1.06012 1.84897 3.94852
C -0.33771 3.01556 3.00841
C -1.03886 4.53144 2.92876
C -2.41596 4.90770 3.75107
C -3.15859 3.73795 4.65559
C -2.47568 2.23567 4.73581
C 1.49825 -1.05318 1.35819
C 0.18391 -1.98736 1.63191
C -0.98408 -1.75208 0.45768
F -0.92546 -0.40083 -0.15534
F -2.31682 -1.81626 1.16722
F -1.01952 -2.82917 -0.55759
O 4.08919 -2.32217 2.50331
Si 5.21175 -1.97507 1.23311
C 6.53159 -3.43928 1.33787
N 6.25766 -0.49186 1.50947
C 7.12748 -0.42799 0.42594
O 8.18781 -0.40494 -0.41487
P 4.48209 -2.05509 -0.81692
C 3.81874 -0.42112 -1.50070
C 2.99164 -0.55160 -2.94187
C 3.45434 -3.58114 -1.24536
C 2.43477 -4.13139 -0.09209
H 5.33364 3.06930 2.09748
H 3.93455 3.79167 1.02041
H 3.66421 3.56560 2.88458
H 2.51281 1.72986 1.11655
H 4.24526 1.04804 0.82358
H 2.53292 1.23534 3.60468
H 2.69905 -2.55941 4.97377
H 0.97358 -2.28812 4.27686
H 2.68457 0.12461 5.76057
H 1.54465 -1.12056 6.59422
H -1.13438 -0.27731 4.05546
H 0.65343 2.78322 2.40794
H -0.50884 5.34801 2.24503
H -2.91837 5.97145 3.74038
H -4.14863 3.94097 5.27483
H -2.93939 1.35643 5.39694
H 1.11369 0.07102 1.32404
H 1.92354 -1.35306 0.31138
H 0.48388 -3.14117 1.64830
H -0.37592 -1.76985 2.65099
H 7.53950 -3.16133 0.80959
H 6.09519 -4.39276 0.77823
H 6.68402 -3.77830 2.46799
H 3.06475 0.15416 -0.77574
H 4.71657 0.31570 -1.67933
H 3.69560 -0.66855 -3.86971
H 2.44806 0.50173 -3.07606
H 2.13461 -1.34452 -2.86512
H 2.79838 -3.33066 -2.20598
H 4.15844 -4.48045 -1.58647
H 2.27157 -5.29263 -0.31754
H 1.39497 -3.62606 -0.27271
H 2.83197 -4.07574 1.00609
C -2.20009 -5.33633 -2.02215
C -1.09830 -6.34016 -2.03159
O -1.74353 -7.54102 -1.67310
C -3.02261 -7.40403 -2.12237
O -3.80759 -8.32952 -2.24546
O -3.31682 -6.10298 -2.42601
F -0.17633 -6.05320 -1.08540
H -2.38618 -4.92091 -1.02607
H -2.01805 -4.51242 -2.71744
H -0.60950 -6.46098 -3.00421
C -3.73057 -0.04314 -1.69396
C -5.03440 0.67848 -1.66287
O -5.11167 1.27445 -2.93791
C -4.40593 0.44736 -3.75921
O -4.47018 0.47427 -4.97700
O -3.62226 -0.42227 -3.05134
F -5.02002 1.66056 -0.73391
H -2.88440 0.59923 -1.42797
H -3.72461 -0.91964 -1.04043
H -5.90284 0.02974 -1.50644
C -6.35733 3.94420 -4.20440
C -7.77277 4.32688 -3.93647
O -7.65771 5.40730 -3.03850
C -6.46641 5.99507 -3.34185
O -6.14112 7.11187 -2.97470
O -5.68261 5.18303 -4.11497
F -8.43381 3.32487 -3.31464
H -5.95485 3.25668 -3.45292
H -6.22740 3.49754 -5.19385
H -8.32783 4.64458 -4.82556
C 8.45383 -2.35517 -2.74045
C 9.55561 -3.35901 -2.74989
O 8.91039 -4.55986 -2.39139
C 7.63130 -4.42287 -2.84067
O 6.84633 -5.34836 -2.96376
O 7.33710 -3.12183 -3.14431
F 10.47759 -3.07204 -1.80369
H 8.26773 -1.93975 -1.74436
H 8.63586 -1.53126 -3.43573
H 10.04442 -3.47982 -3.72251
C -2.43857 8.56514 7.74952
C -2.87093 7.13925 7.70966
O -2.32278 6.66234 6.50178
C -1.20099 7.40959 6.30210
O -0.31444 7.11690 5.51710
O -1.18640 8.52426 7.09505
F -4.21738 7.04555 7.63259
H -3.11430 9.22827 7.19901
H -2.33479 8.93989 8.77138
H -2.50217 6.53489 8.54530
C -6.48697 -1.38674 -7.10558
C -7.42405 -1.12740 -8.23533
O -6.63068 -1.34930 -9.37910
C -5.70361 -2.27074 -8.99419
O -5.01779 -2.91651 -9.76911
O -5.64115 -2.38907 -7.63273
F -7.82755 0.16288 -8.24071
H -5.88823 -0.50853 -6.84168
H -7.00369 -1.74115 -6.20960
H -8.29524 -1.79077 -8.25718
*
```

---

2.
DFT (the ωB97M-V functional and the def2-TZVPD basis) results for 9 unconnected molecules or ions with the total composition C32H78Br4O7 at a distorted geometry.

Output
HOMO-LUMO gap = 9.90 eV
HOMO energy = -9.42 eV
Total energy = -328948.38237 eV
SMILES = BrCCBr.BrCCBr.CCOCC.CCOCC.CCOCC.CCOCC.CCOCC.CCOCC.CCOCC

ORCA input file:
```
! RIJCOSX wB97M-V def2-TZVPD def2/J DEFGRID3
* xyz 0 1
Br -0.45299 2.26948 5.71419
C 0.05795 0.40532 5.76314
C 0.36656 -0.12726 7.11882
Br -1.18419 0.00897 8.31178
H 0.93021 0.31049 5.11412
H -0.73603 -0.15912 5.28402
H 1.19829 0.33181 7.63340
H 0.49919 -1.20319 7.02996
Br 1.43398 2.82375 -1.43610
C 1.43293 0.95651 -1.91138
C 2.32400 0.65768 -3.09212
Br 4.17335 0.98825 -2.62567
H 0.41091 0.64390 -2.11828
H 1.79500 0.36841 -1.06654
H 2.10844 1.28545 -3.94625
H 2.21559 -0.39182 -3.35099
C 4.14639 -0.78042 0.96063
C 4.48369 0.68408 1.09542
O 5.57088 0.81794 1.96946
C 6.10377 2.11835 1.99975
C 5.34198 3.08486 2.89280
H 4.33556 -1.28326 1.91274
H 3.11331 -0.94559 0.65616
H 4.81543 -1.28718 0.25859
H 4.71225 1.11729 0.11526
H 3.58991 1.19354 1.48868
H 7.15316 2.06277 2.29024
H 6.09494 2.54332 0.98347
H 5.73363 4.08887 2.71832
H 5.44109 2.84664 3.95383
H 4.27115 3.07544 2.68299
C -6.25805 1.14037 -0.19486
C -6.80881 1.67179 -1.52036
O -6.02762 1.11891 -2.56464
C -6.22089 1.76284 -3.79918
C -5.44722 1.06893 -4.86719
H -6.26988 0.04897 -0.26123
H -5.22624 1.45939 -0.07695
H -6.88158 1.43002 0.64779
H -7.86820 1.41327 -1.63911
H -6.70635 2.76848 -1.50625
H -7.29530 1.75077 -4.05912
H -5.97839 2.83530 -3.74888
H -5.64869 -0.00905 -4.85558
H -4.36868 1.18057 -4.76867
H -5.81865 1.37238 -5.84853
C 1.07919 4.47314 3.13479
C 1.06790 4.71826 1.62087
O 0.71504 6.04283 1.26171
C 1.77542 6.97827 1.43292
C 1.29916 8.32068 0.93193
H 0.85510 3.41434 3.27218
H 2.09945 4.64815 3.49058
H 0.39257 5.04541 3.74906
H 1.99756 4.37009 1.15884
H 0.25211 4.13960 1.17907
H 2.07101 7.04648 2.48477
H 2.61852 6.61681 0.82944
H 1.98521 8.78718 0.22905
H 1.21130 9.02739 1.76879
H 0.27948 8.28168 0.55499
C -2.37172 -0.87377 -3.34887
C -2.15163 -1.18082 -4.80084
O -0.98717 -0.51970 -5.30391
C -0.67518 -1.02851 -6.58502
C 0.55633 -0.36875 -7.18842
H -2.39242 0.19307 -3.13894
H -3.30344 -1.33901 -3.02796
H -1.54719 -1.29705 -2.76778
H -2.06408 -2.24930 -5.02301
H -2.99393 -0.77735 -5.38450
H -0.55551 -2.12084 -6.55893
H -1.50419 -0.81959 -7.28209
H 1.48718 -0.59531 -6.69205
H 0.36884 0.69065 -7.37466
H 0.60155 -0.73299 -8.22650
C -3.37253 -1.17522 0.30421
C -2.56310 0.06893 0.15088
O -1.42628 -0.06816 1.03936
C -0.57438 1.04085 0.95147
C 0.65360 0.82254 1.84194
H -2.85829 -1.99448 -0.19701
H -3.53143 -1.36970 1.36141
H -4.33525 -1.06032 -0.19482
H -2.13774 0.20946 -0.84517
H -3.07122 0.97865 0.49200
H -0.17295 1.14456 -0.05739
H -1.04722 1.97751 1.27768
H 1.09396 1.81259 2.00144
H 1.40354 0.18265 1.37367
H 0.45193 0.44900 2.84537
C 2.09034 -3.61281 -0.83766
C 0.98669 -4.16047 -1.71307
O 0.03539 -4.82211 -0.87130
C -1.25256 -4.88274 -1.40347
C -2.14415 -5.66446 -0.48801
H 1.69620 -2.75330 -0.29359
H 2.49052 -4.35997 -0.15956
H 2.91868 -3.24124 -1.44995
H 0.48958 -3.35445 -2.27219
H 1.33638 -4.89138 -2.45714
H -1.64339 -3.87290 -1.60250
H -1.21866 -5.29784 -2.43008
H -2.29761 -5.13718 0.45084
H -1.69371 -6.63651 -0.27739
H -3.08884 -5.87597 -0.99112
C 1.91383 -2.08371 3.64238
C 1.57214 -3.13414 2.61979
O 1.00264 -4.24073 3.27850
C 0.58540 -5.30129 2.38578
C 1.71767 -6.30178 2.20513
H 1.06323 -1.88447 4.30049
H 2.77234 -2.38382 4.24209
H 2.13174 -1.12773 3.16544
H 0.86495 -2.72946 1.88079
H 2.48034 -3.45664 2.09080
H -0.26132 -5.69225 2.95903
H 0.16052 -4.89860 1.46222
H 2.11021 -6.53477 3.19179
H 2.50602 -5.89195 1.57490
H 1.34049 -7.20345 1.71884
*
```

---

3.
DFT (the ωB97M-V functional and the def2-TZVPD basis) results for a gas-phase ion, C3H4NS (charge +1) at a distorted geometry.

Output
HOMO-LUMO gap (spin up / spin down) = 7.60 / 7.73 eV
HOMO energy (spin up / spin down) = -13.91 / -14.94 eV
Total energy = -15483.40283 eV

ORCA input file:
```
! RIJCOSX wB97M-V def2-TZVPD def2/J DEFGRID3
* xyz 1 1
C 0.38812 1.80511 0.26120
C -2.36005 0.64961 -0.02931
C 0.12356 -0.72696 0.41179
N 0.71872 0.49428 -0.28296
S -1.79433 -0.80952 -0.12240
H 0.53081 -1.56444 -0.06047
H 0.19288 -0.67059 1.46798
H 0.41260 0.28618 -1.35476
H 1.78768 0.53634 -0.29106
*
```